Entry 1:
Computed, not measured: a single C21H27N3O molecule, with wB97M-V/def2-TZVPD.

Positions of all 52 atoms, in Å:
O: 1.03 1.30 -1.70
C: 1.70 1.40 -0.70
N: 3.05 1.29 -0.71
H: 3.55 1.26 0.17
C: 3.79 0.87 -1.88
H: 4.73 1.42 -1.91
C: 4.05 -0.65 -1.88
C: 4.82 -1.04 -0.64
C: 6.20 -0.96 -0.61
C: 6.90 -1.27 0.54
C: 6.22 -1.67 1.68
C: 4.83 -1.75 1.66
C: 4.14 -1.44 0.50
H: 3.06 -1.52 0.49
H: 4.30 -2.06 2.54
H: 6.76 -1.91 2.58
H: 7.98 -1.21 0.56
H: 6.74 -0.65 -1.50
H: 4.62 -0.90 -2.77
H: 3.09 -1.17 -1.91
H: 3.18 1.13 -2.74
C: 1.14 1.70 0.70
N: -0.29 1.56 0.87
C: -1.08 2.54 0.13
C: -2.53 2.44 0.59
N: -3.04 1.11 0.33
C: -2.24 0.14 1.05
C: -0.79 0.23 0.59
H: -0.18 -0.49 1.15
H: -0.74 -0.02 -0.48
H: -2.63 -0.86 0.85
H: -2.28 0.32 2.14
C: -4.45 0.98 0.64
C: -5.01 -0.31 0.09
C: -5.89 -1.08 0.83
C: -6.41 -2.25 0.31
C: -6.04 -2.67 -0.96
C: -5.15 -1.91 -1.70
C: -4.64 -0.73 -1.18
H: -3.94 -0.14 -1.74
H: -4.85 -2.23 -2.69
H: -6.44 -3.59 -1.36
H: -7.10 -2.84 0.89
H: -6.18 -0.75 1.82
H: -4.65 1.05 1.72
H: -4.97 1.82 0.15
H: -3.13 3.17 0.04
H: -2.58 2.69 1.67
H: -0.69 3.53 0.34
H: -1.03 2.36 -0.95
H: 1.63 1.03 1.42
H: 1.42 2.73 0.95

Summary:
Net charge: 0
E_HOMO: -8.3 eV
DFT total energy: -28733.598 eV
SMILES string: O=C(CN1CCN(Cc2ccccc2)CC1)NCCc1ccccc1
HOMO-LUMO gap: 9.0770 eV

Table of natural (NBO) atomic charges, one value per atom, all in e: -0.63, 0.66, -0.62, 0.40, -0.21, 0.19, -0.43, -0.03, -0.17, -0.22, -0.22, -0.19, -0.24, 0.21, 0.21, 0.21, 0.21, 0.20, 0.22, 0.22, 0.24, -0.30, -0.44, -0.23, -0.22, -0.44, -0.23, -0.23, 0.19, 0.20, 0.21, 0.16, -0.25, 0.06, -0.25, -0.21, -0.23, -0.19, -0.25, 0.23, 0.21, 0.21, 0.21, 0.21, 0.17, 0.21, 0.20, 0.16, 0.20, 0.20, 0.21, 0.22



Entry 2:
Computed, not measured: a single C4H7NO2 molecule, with wB97M-V/def2-TZVPD.

Positions of all 14 atoms, in Å:
C: -1.69 -1.22 0.41
C: -0.63 -0.45 -0.40
C: -0.15 0.74 0.37
O: -0.90 1.43 1.02
C: 1.35 1.02 0.33
O: 1.92 1.36 1.35
N: 2.00 0.76 -0.84
H: -1.36 -1.31 1.45
H: -2.63 -0.68 0.42
H: -1.85 -2.24 0.03
H: 0.19 -1.10 -0.73
H: -0.99 0.10 -1.29
H: 1.51 0.75 -1.73
H: 2.98 0.97 -0.87

Summary:
Net charge: 0
E_HOMO: -9.6 eV
DFT total energy: -9846.512 eV
SMILES string: CCC(=O)C(N)=O
HOMO-LUMO gap: 10.0572 eV

Table of natural (NBO) atomic charges, one value per atom, all in e: -0.61, -0.51, 0.50, -0.49, 0.57, -0.55, -0.83, 0.22, 0.23, 0.22, 0.22, 0.23, 0.39, 0.41



Entry 3:
Computed, not measured: a single C2H5N3OS molecule, with wB97M-V/def2-TZVPD.

Positions of all 12 atoms, in Å:
C: -1.45 0.87 -0.15
C: 1.54 -1.30 -0.08
N: 0.79 -0.23 -0.50
N: -0.73 1.94 0.17
N: -0.57 -0.38 -0.20
O: -2.63 0.72 -0.30
S: -1.23 -1.71 0.48
H: 1.28 -1.74 0.84
H: 2.56 -0.88 0.00
H: 1.49 -2.18 -0.76
H: 0.24 2.05 0.43
H: -1.29 2.82 0.07

Summary:
Net charge: 0
E_HOMO: -8.8 eV
DFT total energy: -19505.756 eV
SMILES string: C/N=[N+](\[S-])C(N)=O
HOMO-LUMO gap: 7.7863 eV

Table of natural (NBO) atomic charges, one value per atom, all in e: 0.79, -0.49, -0.21, -0.81, -0.32, -0.54, 0.06, 0.22, 0.21, 0.23, 0.44, 0.41



Entry 4:
Computed, not measured: a molecular structure, C4H8O3Tm, with wB97M-V/def2-TZVPD.

Positions of all 16 atoms, in Å:
C: 2.21 1.26 -1.18
C: 1.03 1.18 -0.24
O: 0.94 -0.21 0.18
H: 2.27 2.26 -1.61
H: 3.15 1.03 -0.66
H: 2.07 0.54 -1.99
H: 0.09 1.47 -0.73
H: 1.18 1.76 0.68
Tm: 0.87 -2.60 -0.50
O: -0.38 -0.55 0.38
O: -1.39 -2.06 -0.09
C: -2.32 -1.66 0.74
C: -2.16 -0.32 1.12
H: -2.16 -0.11 2.20
H: -2.89 -2.38 1.34
H: -2.53 0.39 0.37

Summary:
Net charge: +3
E_HOMO (spin up / spin down): -23.1 / -22.0 eV
DFT total energy: -39907.869 eV
<S²>: 2.0142
Multiplicity: 3
HOMO-LUMO gap (spin up / spin down): 7.4079 / 5.4044 eV

Table of natural (NBO) atomic charges, one value per atom, all in e: -0.66, -0.11, -0.15, 0.31, 0.26, 0.21, 0.24, 0.27, 1.96, -0.24, -0.53, 0.41, 0.07, 0.33, 0.30, 0.32



Entry 5:
Computed, not measured: 2 unconnected molecules or ions with the total composition C4H8Se, with wB97M-V/def2-TZVPD.

Positions of all 13 atoms, in Å:
C: 1.64 -0.97 0.20
C: -1.75 0.51 0.32
C: -2.55 -0.50 -0.43
C: -1.07 1.38 0.77
Se: 2.30 0.68 0.08
H: 2.33 -1.77 -0.03
H: 0.68 -1.09 -0.36
H: -2.08 -1.44 -0.39
H: -2.52 -0.11 -1.46
H: -3.66 -0.57 -0.25
H: -0.34 1.96 1.28
H: 3.69 1.14 -0.92
H: 3.33 0.79 1.17

Summary:
Net charge: 0
E_HOMO: -8.0 eV
DFT total energy: -69617.745 eV
HOMO-LUMO gap: 8.1111 eV

Table of natural (NBO) atomic charges, one value per atom, all in e: -0.97, 0.01, -0.69, -0.27, 0.56, 0.21, 0.22, 0.23, 0.24, 0.24, 0.23, -0.07, 0.05



Entry 6:
Computed, not measured: a molecular structure, C30H33BN8PtS4, with wB97M-V/def2-TZVPD.

Positions of all 77 atoms, in Å:
Pt: 0.10 -0.44 -0.46
S: -5.68 -2.80 2.99
C: -6.33 -4.16 2.19
C: -5.60 -4.48 1.08
C: -4.50 -3.61 0.89
C: -4.42 -2.63 1.84
C: -3.43 -1.55 1.96
C: -2.44 -1.41 0.97
N: -1.53 -0.45 0.97
C: -1.52 0.45 1.99
C: -2.45 0.38 3.03
C: -2.40 1.34 4.10
C: -1.45 2.29 4.14
C: -0.45 2.37 3.10
C: 0.58 3.32 3.11
C: 1.51 3.35 2.09
C: 1.35 2.41 1.05
N: 0.38 1.53 1.01
C: -0.51 1.48 2.03
C: 2.60 4.33 2.05
C: 3.19 4.97 3.10
C: 4.21 5.88 2.70
C: 4.37 5.91 1.35
S: 3.29 4.85 0.56
C: -3.41 -0.64 2.99
H: -7.20 -4.65 2.58
H: -5.84 -5.32 0.44
H: -3.80 -3.72 0.07
H: -2.37 -2.11 0.15
H: -3.14 1.27 4.89
H: -1.41 3.00 4.95
H: 0.64 4.03 3.93
H: 2.05 2.39 0.23
H: 2.93 4.79 4.14
H: 4.80 6.47 3.39
H: 5.05 6.52 0.78
H: -4.13 -0.72 3.80
C: -0.19 -4.49 -1.07
N: 1.19 -4.09 -1.24
C: 2.08 -4.60 -2.16
C: 3.23 -3.91 -2.01
N: 3.05 -2.99 -1.00
B: 4.16 -2.02 -0.49
N: 3.93 -0.54 -1.04
C: 4.92 0.39 -0.79
C: 4.55 1.57 -1.34
N: 3.32 1.36 -1.92
C: 2.56 2.36 -2.65
C: 2.96 0.07 -1.72
S: 1.44 -0.62 -2.31
C: 1.80 -3.11 -0.55
S: 1.05 -2.16 0.70
H: -0.41 -5.28 -1.79
H: -0.84 -3.63 -1.24
H: -0.36 -4.86 -0.06
H: 1.82 -5.40 -2.83
H: 4.18 -4.01 -2.51
H: 5.20 -2.41 -0.93
H: 4.12 -1.94 0.71
H: 5.80 0.12 -0.25
H: 5.04 2.52 -1.35
H: 3.05 3.32 -2.52
H: 1.55 2.42 -2.26
H: 2.52 2.12 -3.71
N: -3.85 -0.08 -4.37
C: -2.96 0.83 -3.54
C: -2.11 0.01 -2.58
N: -1.22 0.84 -1.79
H: -4.43 0.46 -5.02
H: -4.47 -0.63 -3.78
H: -3.29 -0.73 -4.93
H: -3.62 1.52 -3.01
H: -2.34 1.40 -4.24
H: -1.49 -0.71 -3.13
H: -2.75 -0.56 -1.90
H: -1.71 1.52 -1.22
H: -0.53 1.31 -2.37

Summary:
Net charge: +2
E_HOMO: -12.2 eV
DFT total energy: -90821.146 eV
HOMO-LUMO gap: 6.3958 eV

Table of Mulliken atomic charges, one value per atom, all in e: 1.81, -0.17, -0.37, -0.60, -0.36, 0.44, 0.82, -0.05, -0.06, -0.43, 0.63, -1.14, -1.12, 0.73, -0.65, 0.55, -0.27, 0.15, -0.33, 0.47, -0.65, -0.51, -0.46, -0.05, -0.70, 0.46, 0.40, 0.40, -0.32, 0.47, 0.46, 0.49, -0.08, 0.41, 0.42, 0.43, 0.48, -0.70, 0.27, -0.47, -0.41, -0.04, 0.35, 0.28, -0.88, -0.33, 0.24, -0.72, -0.07, -0.55, -0.37, -0.46, 0.34, 0.09, 0.33, 0.44, 0.51, -0.15, -0.04, 0.53, 0.52, 0.34, 0.13, 0.34, -0.27, -0.72, -0.61, -0.69, 0.38, 0.35, 0.36, 0.39, 0.43, 0.36, 0.31, 0.30, 0.21



DFT total energy of number 4 (C4H8O3Tm)?
-39907.869 eV